No. 1
Density functional theory data (the ωB97M-V functional and the def2-TZVPD basis) for 8 unconnected molecules or ions with the total composition C43H88N2O23 at a distorted geometry.

E_HOMO   -8.56 eV
F_max   1.527 eV/Å
Lowest unoccupied orbital energy   0.477 eV
Total energy   -96091.315 eV
SMILES   CCCCCCCCCCCN(NCCC)C(=O)O.CCOC(=O)OC.CCOC(=O)OC.CCOC(=O)OC.CCOC(=O)OC.CCOC(=O)OC.CCOC(=O)OC.CCOC(=O)OC
Charge   0

```
156
C43H88N2O23 the ωB97M-V functional and the def2-TZVPD basis
O -0.346 1.302 -6.128
O 1.437 6.237 8.305
O -8.310 -4.703 -1.868
O 6.138 1.122 -3.553
O -2.987 6.665 -7.599
O -2.567 -7.586 4.161
O 6.578 -1.634 2.396
O 1.531 2.304 -6.889
O 1.420 1.780 -4.799
O -2.708 6.505 -5.359
O 8.233 0.619 -3.665
O -0.072 5.302 6.906
O -0.074 0.014 0.551
O -1.261 -6.376 5.558
O 1.817 4.246 7.567
O -6.612 -4.274 -0.439
O 6.366 -1.003 4.556
O -2.535 4.733 -6.751
O -1.252 -8.526 5.740
O -0.375 -0.226 2.705
O 6.782 -0.483 -5.007
O 4.934 -2.431 3.541
O -7.355 -2.661 -1.664
N 0.183 -2.107 1.430
N 1.519 -2.409 1.902
C -3.208 8.076 -7.469
C 2.511 -1.785 1.019
C -3.047 2.070 -1.236
C 1.467 3.112 6.759
C 3.829 -2.541 0.990
C -7.508 -3.954 -1.375
C 0.959 5.263 7.527
C 0.858 -0.310 -3.687
C -1.761 2.850 -0.955
C -0.111 -0.724 1.661
C 1.830 3.331 5.307
C -2.356 2.694 1.596
C 0.759 1.751 -5.956
C 0.736 1.201 -3.682
C -1.810 -3.586 1.050
C 4.155 -2.521 4.745
C -6.690 -5.627 0.013
C 4.776 -1.843 -0.012
C -3.092 -4.770 5.512
C -0.819 -2.982 2.053
C -2.795 -1.796 -0.560
C 3.223 -1.337 4.883
C -1.688 2.874 2.957
C -1.902 8.832 -7.349
C -1.742 -5.168 4.954
C -9.611 -1.818 -2.031
C 7.712 -0.770 2.289
C 7.028 0.338 -4.162
C 0.960 2.307 -8.202
C -1.331 3.012 0.519
C 4.797 0.963 -4.022
C -2.794 0.553 -1.441
C -2.995 -2.688 0.692
C 9.756 0.456 -5.560
C 0.635 7.419 8.324
C -2.739 6.018 -6.460
C -1.775 -7.502 5.064
C -2.208 3.917 -5.622
C -8.264 -2.137 -2.643
C 5.994 -1.627 3.598
C 9.320 -0.126 -4.232
C -3.305 -0.355 -0.331
C -1.749 -9.807 5.346
H 4.703 1.356 -5.033
H -0.033 2.751 -8.196
H -2.954 -0.071 0.656
H -1.402 -2.464 2.814
H -3.205 3.376 1.547
H 8.173 -0.976 1.328
H 0.347 -0.741 -4.547
H -1.274 -3.951 0.177
H 0.419 -0.732 -2.781
H 4.936 -2.442 -0.903
H 2.880 3.612 5.213
H 0.409 2.879 6.875
H -1.760 3.827 -1.431
H 0.173 -0.541 -0.200
H -5.826 -5.795 0.650
H -3.734 8.375 -8.374
H 4.494 -0.082 -3.995
H -2.942 4.033 -4.827
H 1.906 -0.608 -3.743
H -9.492 -1.159 -1.171
H 0.690 7.926 7.361
H -0.399 7.187 8.567
H 2.616 -1.226 3.983
H -6.660 -6.322 -0.823
H -2.789 -9.916 5.649
H -1.213 4.169 -5.254
H -0.286 -3.780 2.564
H 3.580 -3.441 4.654
H -1.654 -9.950 4.272
H -3.051 -4.710 6.600
H -0.433 2.446 0.749
H -4.391 -0.403 -0.357
H 2.091 -1.722 0.006
H -1.743 0.379 -1.653
H 10.643 -0.059 -5.928
H -7.797 -1.228 -3.019
H -3.865 8.277 -6.623
H -0.965 2.299 -1.458
H -3.830 -3.348 0.463
H 5.720 -1.592 0.456
H 3.784 -0.411 5.017
H 1.242 4.140 4.873
H -3.316 -2.265 -1.391
H -1.145 -10.548 5.861
H 1.617 2.906 -8.826
H -3.323 -2.081 1.534
H 2.563 -1.468 5.741
H -1.048 4.053 0.678
H -1.384 8.571 -6.426
H 1.216 1.609 -2.793
H -2.399 2.794 3.776
H -0.307 1.516 -3.668
H -3.398 -3.802 5.116
H -0.946 2.093 3.101
H -2.208 -4.467 1.559
H 1.639 -3.409 1.783
H 1.649 2.428 4.724
H 4.807 -2.624 5.612
H -3.422 2.427 -2.196
H -7.599 -5.778 0.595
H -1.241 8.584 -8.180
H -1.775 -5.275 3.870
H -1.178 3.833 3.036
H 4.286 -2.446 1.971
H 0.918 1.292 -8.594
H 1.048 8.065 9.093
H 8.430 -0.967 3.082
H 10.131 -0.058 -3.508
H 7.395 0.272 2.320
H -3.854 -5.505 5.252
H -3.318 0.249 -2.348
H 4.156 1.537 -3.359
H -8.357 -2.830 -3.478
H 9.981 1.518 -5.454
H -1.005 -4.401 5.189
H 2.034 2.275 7.165
H -1.735 -1.747 -0.807
H -10.107 -2.724 -1.686
H -2.719 1.671 1.576
H 4.345 -0.900 -0.348
H 3.654 -3.576 0.712
H 9.047 -1.177 -4.326
H -10.255 -1.330 -2.763
H -2.209 2.886 -5.961
H -2.083 9.907 -7.350
H -3.848 2.252 -0.526
H 8.967 0.359 -6.305
H 2.701 -0.754 1.318
```

No. 2
Density functional theory data (the ωB97M-V functional and the def2-TZVPD basis) for 4 unconnected molecules or ions with the total composition C3H15N2O3 at a distorted geometry.

E_HOMO   -14.14 eV
F_max   2.357 eV/Å
Energy above the lowest of the compared OMol25 structures with the same formula, charge and spin   49.3 kJ/mol
Lowest unoccupied orbital energy   -2.768 eV
Total energy   -12471.324 eV
Charge   +1

```
23
C3H15N2O3 the ωB97M-V functional and the def2-TZVPD basis
O 0.941 0.100 -1.729
O 1.775 1.954 -3.429
O -3.271 -1.353 -0.598
N -1.598 -1.842 1.511
N 0.052 -0.246 1.154
C -0.562 -1.124 1.903
C 1.123 0.529 1.827
C 1.655 1.610 0.948
H -2.159 -1.544 0.690
H 1.770 0.573 -1.874
H 2.079 2.456 1.501
H 1.152 -0.816 -1.897
H -0.196 -1.338 2.898
H 2.318 2.567 -3.944
H -4.175 -1.601 -0.346
H 0.830 0.897 2.809
H -1.842 -2.622 2.092
H 0.731 2.043 0.511
H -3.097 -1.062 -1.480
H -0.221 -0.037 0.198
H 0.852 2.000 -3.757
H 1.919 -0.209 2.072
H 2.278 1.346 0.104
```

No. 3
Density functional theory data (the ωB97M-V functional and the def2-TZVPD basis) for a molecular structure, C17H12Cl5IrN2O2S2.

E_HOMO (spin up / spin down)   -11.57 / -11.71 eV
F_max   0.609 eV/Å
<S²>   0.776
Multiplicity   2
Energy above the lowest of the compared OMol25 structures with the same formula, charge and spin   0.0 kJ/mol
Lowest unoccupied orbital energy (spin up / spin down)   -3.747 / -5.928 eV
Total energy   -112015.914 eV
Charge   +1

```
41
C17H12Cl5IrN2O2S2 the ωB97M-V functional and the def2-TZVPD basis
Ir 1.967 0.214 -0.716
Cl 4.243 0.134 0.225
Cl 3.177 -0.507 5.570
Cl 0.164 -0.507 4.807
Cl 5.351 -0.206 3.279
Cl -0.740 -0.190 1.867
S 1.956 2.425 -0.580
S 2.089 -2.004 -1.466
O -2.055 0.426 -1.293
O 0.104 0.181 -1.350
N -0.163 -2.468 -2.819
N -0.332 -2.662 -0.543
C 0.375 -2.394 -1.620
C 2.700 -0.328 3.938
C 1.902 0.004 1.268
C -2.071 4.258 0.180
C -0.897 4.989 0.283
C 0.348 3.032 -0.388
C -1.601 -2.665 -3.031
C 3.218 -0.030 1.663
C 0.940 -0.161 2.248
C 0.308 4.384 -0.013
C -0.843 2.298 -0.531
C 1.347 -0.321 3.585
C -2.040 2.935 -0.239
C -1.777 -2.898 -0.565
C -2.156 -3.515 -1.901
C 3.676 -0.188 2.949
C -0.963 0.911 -1.090
H -2.084 -1.687 -3.050
H 1.233 4.940 0.062
H -3.240 -3.569 -1.983
H -1.763 -4.530 -1.972
H -0.918 6.026 0.591
H -2.017 -3.566 0.260
H 0.426 -2.214 -3.595
H -1.734 -3.150 -3.996
H -3.021 4.723 0.407
H -2.955 2.374 -0.368
H 0.135 -2.549 0.343
H -2.289 -1.945 -0.417
```

No. 4
Density functional theory data (the ωB97M-V functional and the def2-TZVPD basis) for 2 unconnected molecules or ions with the total composition H4O2 at a distorted geometry.

E_HOMO   -11.08 eV
F_max   3.102 eV/Å
Energy above the lowest of the compared OMol25 structures with the same formula, charge and spin   32.2 kJ/mol
Lowest unoccupied orbital energy   0.835 eV
Total energy   -4159.605 eV
SMILES   O.O
Charge   0

```
6
H4O2 the ωB97M-V functional and the def2-TZVPD basis
O 1.676 0.114 -0.028
O -1.573 -0.043 0.033
H -2.309 -0.539 -0.336
H 2.481 -0.417 -0.194
H -2.048 0.865 0.006
H 1.053 -0.477 0.483
```

No. 5
Density functional theory data (the ωB97M-V functional and the def2-TZVPD basis) for a molecular structure, C31H40HfN10O4S2.

E_HOMO   -13.56 eV
F_max   0.953 eV/Å
Energy above the lowest of the compared OMol25 structures with the same formula, charge and spin   66.0 kJ/mol
Lowest unoccupied orbital energy   -6.877 eV
Total energy   -78852.747 eV
Charge   +2

```
88
C31H40HfN10O4S2 the ωB97M-V functional and the def2-TZVPD basis
Hf 0.928 -0.199 0.514
S 0.967 0.722 2.963
S 3.128 1.430 4.731
O -4.961 1.186 3.689
O -5.240 -0.355 5.176
O 0.015 -3.822 2.317
O 0.814 -1.909 1.509
N 2.167 0.187 -1.523
N -0.394 -1.374 -0.925
N -0.159 3.205 -1.757
N 3.037 0.689 0.940
N -1.750 -3.332 -0.852
N -4.677 0.136 4.228
N -0.397 1.293 -0.367
N 3.565 1.004 2.177
N 0.716 3.169 0.396
N 0.542 -3.518 -0.988
C 0.019 3.535 1.630
C -0.092 -2.636 2.174
C 1.859 4.017 0.086
C -3.463 -0.226 -2.767
C -2.641 1.522 -1.361
C 0.624 -4.835 -0.345
C 4.226 0.991 -2.476
C -1.981 -2.417 3.775
C -1.508 0.765 -1.085
C 3.737 0.763 -3.755
C -0.377 2.601 -3.062
C 4.912 1.623 4.582
C -1.680 -0.651 2.182
C 3.413 0.695 -1.395
C -0.246 4.665 -1.784
C 1.817 -3.041 -1.469
C -2.890 -2.794 -0.129
C -0.547 -2.730 -0.922
C 3.846 0.937 -0.029
C -2.046 -4.571 -1.567
C 1.710 -0.021 -2.760
C -1.442 -0.579 -1.481
C -3.479 -0.568 3.708
C -2.798 0.013 2.650
C 2.458 0.255 -3.896
C -3.094 -1.762 4.286
C -3.630 1.026 -2.193
C -2.387 -1.022 -2.407
C -1.260 -1.860 2.722
C 0.024 2.551 -0.606
C 2.669 1.037 3.117
H -2.306 -2.015 -2.827
H 2.262 3.753 -0.890
H 0.693 3.463 2.478
H 5.173 2.504 4.001
H -3.150 0.940 2.227
H -0.817 2.862 1.799
H -2.972 -4.420 -2.125
H -3.735 -2.656 -0.805
H -1.248 -4.803 -2.267
H 0.622 5.104 -2.278
H 0.338 3.041 -3.760
H 5.353 0.735 4.138
H 2.033 0.061 -4.870
H 5.273 1.735 5.602
H 4.827 1.353 0.182
H -3.663 -2.162 5.112
H -3.170 -3.503 0.654
H -1.141 4.934 -2.346
H 2.380 -2.498 -0.691
H -2.647 -1.841 0.329
H 2.420 -3.905 -1.744
H -2.189 -5.411 -0.888
H 0.729 -5.619 -1.096
H 1.495 -4.832 0.309
H -1.390 2.806 -3.409
H -1.660 -3.362 4.188
H -0.235 1.530 -3.023
H -4.188 -0.603 -3.472
H -0.339 5.061 -0.778
H 2.621 3.842 0.847
H 1.610 5.081 0.094
H -0.244 -5.011 0.274
H -1.191 -0.171 1.330
H 1.692 -2.420 -2.349
H -2.721 2.522 -0.954
H 5.218 1.386 -2.315
H 0.716 -0.437 -2.835
H -4.504 1.622 -2.413
H 4.347 0.976 -4.621
H -0.347 4.562 1.542
```

No. 6
Density functional theory data (the ωB97M-V functional and the def2-TZVPD basis) for a single C5H6N2 molecule at a distorted geometry.

E_HOMO   -10.29 eV
F_max   1.140 eV/Å
Energy above the lowest of the compared OMol25 structures with the same formula, charge and spin   179.4 kJ/mol
Lowest unoccupied orbital energy   0.032 eV
Total energy   -8260.499 eV
SMILES   C=CC/N=C\C#N
Charge   0

```
13
C5H6N2 the ωB97M-V functional and the def2-TZVPD basis
N -0.453 0.505 1.211
N 2.627 -1.193 1.290
C 0.704 0.531 1.722
C -0.222 0.415 -2.000
C -0.789 -0.524 0.237
C 1.770 -0.434 1.466
C -1.133 0.154 -1.069
H -2.166 0.467 -1.206
H 0.961 1.326 2.422
H 0.020 -1.253 0.086
H -1.662 -1.058 0.628
H -0.477 0.934 -2.919
H 0.820 0.129 -1.868
```